Run i
Formula: C3H10N3
Source: the OMol25 dataset
Level of theory: ωB97M-V/def2-TZVPD

Output
- HOMO (Eh) = -0.4861
- orbital gap (eV) = 9.7396
- structure (SMILES) = C=N[C@@H]([NH3+])CN
- total charge = +1
- spin multiplicity = 1

Positions of all 16 atoms, in Å:
C: 0.12 -2.03 0.86
N: -0.49 -0.94 0.88
C: -0.55 -0.10 -0.31
N: -1.86 0.66 -0.12
C: 0.76 0.96 0.00
N: 1.93 0.61 -0.77
H: 0.17 -2.71 1.79
H: 0.51 -2.43 -0.05
H: -0.54 -0.68 -1.19
H: -2.39 0.97 -0.96
H: -2.39 0.15 0.63
H: -1.42 1.62 0.25
H: 0.88 0.71 1.04
H: 0.40 1.96 -0.32
H: 2.35 1.25 -1.41
H: 2.52 -0.01 -0.30

---

Run ii
Formula: C3H10N3
Source: the OMol25 dataset
Level of theory: ωB97M-V/def2-TZVPD

Output
- HOMO (Eh) = -0.4925
- orbital gap (eV) = 9.4268
- total charge = +1
- spin multiplicity = 1

Positions of all 16 atoms, in Å:
C: 1.10 -0.93 -2.08
N: 0.93 -2.18 -2.16
H: 2.10 -0.52 -2.16
H: 0.30 -0.22 -1.89
H: -0.04 -2.49 -2.18
C: 0.73 0.90 2.41
N: -0.40 1.13 1.50
C: -0.61 0.35 0.48
N: -1.60 0.51 -0.38
H: 0.66 -0.09 2.86
H: 0.69 1.61 3.23
H: 1.67 1.00 1.87
H: -1.12 1.81 1.72
H: 0.06 -0.49 0.35
H: -2.31 1.21 -0.23
H: -1.81 -0.22 -1.05

---

Of them, run i has the lowest stability.

---

Run i
Formula: C2H3NOS2
Source: the OMol25 dataset
Level of theory: ωB97M-V/def2-TZVPD

Output
- HOMO (Eh) = -0.3329
- orbital gap (eV) = 8.4792
- spin multiplicity = 1

Positions of all 9 atoms, in Å:
C: -0.23 1.86 -0.12
C: 0.36 -0.84 0.38
H: -2.87 1.00 0.88
H: -0.04 3.04 -0.49
H: -0.12 -0.63 1.39
N: -1.44 1.95 0.32
O: -1.96 0.65 0.72
S: 0.71 0.46 -0.60
S: 1.04 -2.23 -0.11

---

Run ii
Formula: C2H3NOS2
Source: the OMol25 dataset
Level of theory: ωB97M-V/def2-TZVPD

Output
- HOMO (Eh) = -0.3299
- orbital gap (eV) = 7.5970
- spin multiplicity = 1

Positions of all 9 atoms, in Å:
C: -0.99 -0.18 -0.40
C: 1.02 0.90 -0.17
H: -0.45 -1.98 1.11
H: -1.04 0.79 -1.02
H: 0.25 1.81 -0.69
N: 0.17 0.07 0.33
O: 0.43 -0.69 1.46
S: -2.14 -1.33 -0.49
S: 2.75 0.60 -0.12

---

Run iii
Formula: C2H3NOS2
Source: the OMol25 dataset
Level of theory: ωB97M-V/def2-TZVPD

Output
- HOMO (Eh) = -0.3094
- orbital gap (eV) = 8.6590
- structure (SMILES) = O=C1NSCS1
- spin multiplicity = 1

Positions of all 9 atoms, in Å:
O: -2.36 -0.98 0.03
C: -1.22 -0.52 -0.08
N: 0.07 -1.22 -0.34
S: 1.62 -0.55 -0.25
C: 0.75 1.17 0.18
S: -0.94 1.07 -0.43
H: -0.05 -2.27 -0.24
H: 0.85 1.13 1.27
H: 1.28 2.16 -0.14

---

Of them, run ii has the lowest stability.

---

Run i
Formula: C2H3NOS2
Source: the OMol25 dataset
Level of theory: ωB97M-V/def2-TZVPD

Output
- HOMO (Eh) = -0.3317
- orbital gap (eV) = 9.3498
- structure (SMILES) = O=C1NSCS1
- spin multiplicity = 1

Positions of all 9 atoms, in Å:
O: -2.28 -0.77 0.09
C: -1.15 -0.38 0.02
N: -0.06 -1.24 0.07
S: 1.57 -0.66 -0.18
C: 1.14 0.99 0.44
S: -0.57 1.32 -0.19
H: -0.22 -2.15 0.41
H: 1.21 1.00 1.50
H: 1.73 1.77 0.00

---

Run ii
Formula: C2H3NOS2
Source: the OMol25 dataset
Level of theory: ωB97M-V/def2-TZVPD

Output
- HOMO (Eh) = -0.3345
- orbital gap (eV) = 9.5689
- structure (SMILES) = O=CS/C=N\S
- spin multiplicity = 1

Positions of all 9 atoms, in Å:
O: -3.00 -0.64 -0.11
C: -2.01 0.01 -0.08
S: -0.47 -0.77 0.12
C: 0.64 0.61 0.06
N: 1.91 0.60 0.02
S: 2.88 -0.69 -0.08
H: -2.12 1.17 -0.04
H: 0.13 1.54 0.00
H: 2.04 -1.83 0.10

---

Of them, run ii has the lowest stability.

---

Run i
Formula: C2H4N2Se
Source: the OMol25 dataset
Level of theory: ωB97M-V/def2-TZVPD

Output
- HOMO (Eh) = -0.3147
- orbital gap (eV) = 7.5955
- structure (SMILES) = C=NN1C[Se]1
- spin multiplicity = 1

Positions of all 9 atoms, in Å:
C: -1.00 1.36 -0.16
N: -0.49 0.21 -0.18
N: 0.66 -0.11 -0.61
C: 1.39 -1.24 -0.15
Se: 2.75 0.25 0.03
H: -0.59 2.41 -0.27
H: -2.10 1.32 0.11
H: 1.24 -1.60 0.86
H: 1.84 -1.83 -0.85

---

Run ii
Formula: C2H4N2Se
Source: the OMol25 dataset
Level of theory: ωB97M-V/def2-TZVPD

Output
- HOMO (Eh) = -0.3168
- orbital gap (eV) = 9.2338
- structure (SMILES) = C1N=NC[Se]1
- spin multiplicity = 1

Positions of all 9 atoms, in Å:
C: -0.82 -0.25 -0.92
N: -1.22 0.59 0.24
N: -0.35 0.80 1.03
C: 0.91 0.22 0.82
Se: 1.08 -0.71 -0.88
H: -1.42 -1.25 -0.89
H: -0.92 0.06 -1.94
H: 1.64 0.92 0.86
H: 1.12 -0.39 1.69

---

Run iii
Formula: C2H4N2Se
Source: the OMol25 dataset
Level of theory: ωB97M-V/def2-TZVPD

Output
- HOMO (Eh) = -0.3165
- orbital gap (eV) = 8.6581
- structure (SMILES) = C1N=NC[Se]1
- spin multiplicity = 1

Positions of all 9 atoms, in Å:
C: -0.20 1.34 0.03
N: -1.18 0.41 -0.20
N: -1.02 -0.80 -0.08
C: 0.29 -1.33 0.04
Se: 1.82 0.14 -0.03
H: -0.12 2.15 -0.77
H: -0.37 1.84 1.05
H: 0.14 -1.96 0.90
H: 0.64 -1.79 -0.95

---

Of them, run i has the lowest stability.

---

Run i
Formula: C4H11N3
Source: the OMol25 dataset
Level of theory: ωB97M-V/def2-TZVPD

Output
- HOMO (Eh) = -0.2459
- orbital gap (eV) = 7.6179
- spin multiplicity = 1

Positions of all 18 atoms, in Å:
C: 3.58 0.38 -0.99
C: -0.59 1.30 0.11
C: -2.12 -0.90 1.14
C: -0.56 -0.05 -0.39
N: 2.84 0.16 -0.03
N: -1.26 -2.17 -0.68
N: -1.32 -1.04 0.10
H: 3.23 0.40 -1.97
H: -1.68 1.55 0.06
H: 0.06 1.97 -0.44
H: -0.35 1.37 1.14
H: 4.67 0.56 -0.93
H: -2.89 -1.70 1.44
H: -2.33 -0.05 1.55
H: 0.14 -0.39 -1.03
H: 1.84 -0.10 -0.24
H: -1.82 -2.78 -0.23
H: -0.32 -2.58 -0.59

---

Run ii
Formula: C4H11N3
Source: the OMol25 dataset
Level of theory: ωB97M-V/def2-TZVPD

Output
- HOMO (Eh) = -0.3431
- orbital gap (eV) = 10.3477
- structure (SMILES) = [H]/N=C(\C)N.[H]/N=C\C
- spin multiplicity = 1

Positions of all 18 atoms, in Å:
H: -2.10 1.21 1.05
N: -1.17 0.96 1.39
C: -0.83 -0.24 1.15
C: -1.71 -1.36 0.66
N: 0.49 -0.60 1.37
H: -2.76 -1.05 0.63
H: -1.41 -1.62 -0.36
H: -1.60 -2.24 1.29
H: 1.01 0.09 1.91
H: 0.68 -1.55 1.63
H: -0.68 1.31 -1.13
N: -0.43 0.50 -1.68
C: 0.81 0.22 -1.63
C: 1.92 1.08 -1.10
H: 1.14 -0.61 -2.27
H: 2.69 0.46 -0.64
H: 1.54 1.79 -0.37
H: 2.40 1.64 -1.92

---

Of them, run i has the lowest stability.

---

Run i
Formula: C4H11N3
Source: the OMol25 dataset
Level of theory: ωB97M-V/def2-TZVPD

Output
- HOMO (Eh) = -0.3426
- orbital gap (eV) = 10.3400
- structure (SMILES) = C[C@@]1(C(N)N)CN1
- spin multiplicity = 1

Positions of all 18 atoms, in Å:
C: -1.40 -1.26 0.09
C: -0.59 0.01 -0.04
C: 0.75 -0.01 0.70
N: 1.60 1.13 0.50
N: 1.59 -1.05 0.19
C: -0.77 0.80 -1.33
N: -1.38 1.26 -0.09
H: -2.46 -1.10 -0.11
H: -1.32 -1.68 1.10
H: -1.04 -2.02 -0.62
H: 0.57 -0.14 1.77
H: 1.08 1.99 0.62
H: 1.90 1.10 -0.47
H: 1.25 -1.95 0.52
H: 2.50 -0.92 0.64
H: -1.45 0.42 -2.08
H: 0.04 1.40 -1.72
H: -0.87 2.04 0.32

---

Run ii
Formula: C4H11N3
Source: the OMol25 dataset
Level of theory: ωB97M-V/def2-TZVPD

Output
- HOMO (Eh) = -0.2700
- orbital gap (eV) = 8.2128
- spin multiplicity = 1

Positions of all 18 atoms, in Å:
C: -1.91 1.03 -1.24
C: -0.72 -1.45 0.00
N: -0.80 1.05 -0.30
C: 1.07 0.37 0.66
C: -0.22 -0.05 0.09
N: 2.19 0.10 -0.25
N: 1.38 -0.07 1.99
H: 0.48 1.57 0.32
H: 1.91 0.17 -1.22
H: 2.94 0.77 -0.10
H: 2.21 -0.64 2.10
H: 0.64 -0.55 2.49
H: -2.30 2.05 -1.33
H: -2.71 0.38 -0.88
H: -1.61 0.68 -2.23
H: -0.86 -1.73 -1.05
H: -1.69 -1.57 0.50
H: 0.01 -2.12 0.45

---

Of them, run ii has the lowest stability.